[1]
{
  "formula": "C31H50AlClP",
  "method": "ωB97M-V/def2-TZVPD",
  "e_above_lowest_kj_mol": 1061.7,
  "orbital_gap_ha": [0.1542, 0.1570],
  "charge": -1,
  "elements": ["Al", "Cl", "P", "C", "H", "H", "C", "C", "C", "H", "C", "H", "H", "C", "H", "H", "C", "H", "H", "C", "H", "H", "H", "H", "C", "C", "H", "C", "H", "H", "C", "H", "H", "C", "H", "H", "C", "H", "H", "H", "H", "C", "H", "C", "H", "H", "C", "H", "H", "C", "H", "H", "C", "H", "H", "H", "H", "C", "C", "H", "C", "H", "C", "H", "H", "C", "H", "H", "C", "H", "H", "H", "H", "C", "C", "C", "C", "C", "C", "H", "H", "H", "H", "H"],
  "positions_angstrom": [[-0.96, -0.18, 0.93], [0.82, -0.85, 1.84], [-1.52, 1.98, 0.57], [2.23, 1.26, -2.68], [2.26, 1.71, -1.55], [1.37, 2.00, -3.30], [-2.24, 2.73, 2.12], [-2.82, 1.78, -0.77], [-2.43, 4.26, 2.09], [-3.24, 2.26, 2.18], [-3.19, 4.71, 3.34], [-1.45, 4.75, 2.06], [-2.97, 4.57, 1.18], [-2.51, 4.27, 4.64], [-3.29, 5.80, 3.32], [-4.21, 4.29, 3.30], [-2.16, 2.77, 4.65], [-1.59, 4.85, 4.78], [-3.16, 4.49, 5.49], [-1.43, 2.33, 3.37], [-1.54, 2.54, 5.52], [-3.08, 2.19, 4.74], [-0.44, 2.81, 3.32], [-1.24, 1.25, 3.40], [-0.19, 3.10, -0.10], [-2.19, 1.61, -2.16], [-3.31, 0.82, -0.51], [-3.27, 1.22, -3.17], [-1.70, 2.55, -2.46], [-1.40, 0.84, -2.14], [-4.44, 2.20, -3.17], [-2.82, 1.18, -4.17], [-3.63, 0.21, -2.94], [-5.00, 2.50, -1.77], [-4.12, 3.15, -3.63], [-5.25, 1.81, -3.81], [-3.90, 2.87, -0.76], [-5.73, 3.31, -1.82], [-5.53, 1.61, -1.40], [-3.46, 3.84, -1.03], [-4.35, 2.98, 0.24], [0.88, 3.41, 0.95], [0.28, 2.47, -0.89], [2.08, 4.11, 0.30], [0.45, 4.07, 1.72], [1.22, 2.50, 1.47], [1.67, 5.34, -0.52], [2.78, 4.41, 1.08], [2.62, 3.39, -0.32], [0.50, 5.07, -1.48], [1.39, 6.15, 0.17], [2.53, 5.71, -1.09], [-0.68, 4.40, -0.76], [0.16, 6.00, -1.94], [0.85, 4.41, -2.29], [-1.08, 5.08, 0.00], [-1.49, 4.21, -1.48], [4.52, 1.61, 0.41], [3.10, 0.55, -3.36], [4.57, 2.56, -0.07], [3.31, -1.00, -2.69], [4.32, 0.81, -2.97], [3.23, -1.38, -1.11], [2.48, -1.59, -3.18], [4.30, -1.44, -3.02], [4.48, -1.13, -0.17], [2.30, -1.09, -0.56], [3.14, -2.50, -1.13], [4.53, 0.22, 0.65], [4.45, -1.96, 0.58], [5.40, -1.32, -0.77], [3.56, 0.25, 1.27], [5.59, 0.40, 1.14], [-4.19, -2.44, -1.66], [-2.86, -2.41, -2.09], [-1.87, -1.86, -1.27], [-2.22, -1.34, -0.02], [-3.55, -1.43, 0.45], [-4.54, -1.96, -0.40], [-4.96, -2.86, -2.31], [-2.58, -2.81, -3.07], [-0.82, -1.85, -1.58], [-3.80, -1.06, 1.44], [-5.57, -2.00, -0.05]]
}

=====

[2]
{
  "formula": "C31H50BrN3OP2Pt",
  "method": "ωB97M-V/def2-TZVPD",
  "orbital_gap_ha": [0.2975, 0.1908],
  "spin_multiplicity": 3,
  "s_squared": 2.01,
  "charge": 2,
  "elements": ["C", "C", "C", "C", "N", "C", "C", "C", "C", "C", "C", "C", "C", "C", "Pt", "P", "H", "H", "H", "H", "H", "H", "H", "H", "C", "C", "H", "H", "H", "H", "H", "C", "C", "H", "H", "H", "H", "H", "C", "C", "H", "H", "H", "H", "H", "Br", "P", "C", "C", "H", "H", "H", "H", "H", "C", "C", "H", "H", "H", "H", "H", "C", "C", "H", "H", "H", "H", "H", "C", "N", "C", "C", "C", "N", "C", "C", "O", "H", "H", "H", "H", "H", "H", "H", "H", "H", "H", "H", "H"],
  "positions_angstrom": [[-4.23, -2.43, 2.00], [-3.39, -2.65, 0.89], [-3.99, -2.98, -0.35], [-5.36, -3.25, -0.37], [-6.12, -3.13, 0.73], [-5.59, -2.75, 1.89], [-2.00, -2.94, 1.22], [-0.82, -2.60, 1.19], [0.59, -2.83, 1.43], [1.54, -1.76, 1.24], [2.92, -1.98, 1.06], [3.28, -3.32, 1.10], [2.46, -4.41, 1.54], [1.08, -4.15, 1.75], [0.84, 0.26, -0.37], [-1.48, 0.94, -0.28], [-3.39, -3.10, -1.26], [-3.79, -2.14, 2.95], [-5.85, -3.58, -1.30], [-6.24, -2.67, 2.77], [0.42, -5.00, 2.05], [1.29, -0.66, 1.06], [2.93, -5.41, 1.60], [3.60, -1.18, 0.72], [-1.20, 2.69, -0.87], [-2.39, 3.42, -1.51], [-0.37, 2.60, -1.58], [-0.81, 3.24, 0.00], [-2.09, 4.44, -1.78], [-2.75, 2.92, -2.42], [-3.22, 3.50, -0.81], [-2.64, 0.28, -1.57], [-4.11, 0.60, -1.38], [-2.48, -0.80, -1.58], [-2.30, 0.65, -2.54], [-4.72, 0.29, -2.22], [-4.53, 0.12, -0.50], [-4.26, 1.67, -1.28], [-2.62, 1.04, 1.20], [-3.65, 2.18, 1.24], [-2.01, 1.06, 2.11], [-3.15, 0.07, 1.23], [-4.18, 2.22, 2.21], [-3.19, 3.16, 1.08], [-4.44, 2.05, 0.50], [5.08, -3.65, 0.22], [1.31, -0.20, -2.42], [0.26, 0.55, -3.67], [1.03, 0.99, -4.88], [-0.33, 1.38, -3.25], [-0.44, -0.26, -3.90], [0.30, 1.48, -5.52], [1.84, 1.69, -4.65], [1.45, 0.13, -5.43], [2.94, 0.64, -2.26], [4.06, 0.07, -3.10], [3.22, 0.67, -1.19], [2.70, 1.68, -2.55], [4.94, 0.64, -2.79], [4.23, -0.99, -2.93], [3.87, 0.26, -4.16], [1.33, -1.95, -2.79], [1.44, -2.29, -4.27], [0.42, -2.40, -2.37], [2.18, -2.32, -2.19], [1.54, -3.37, -4.31], [0.55, -2.01, -4.84], [2.32, -1.83, -4.74], [2.98, 3.35, 1.18], [2.79, 2.56, 2.37], [3.63, 2.64, 3.54], [2.77, 2.24, 4.71], [2.17, 0.87, 4.47], [1.38, 0.90, 3.24], [0.20, 0.03, 3.22], [1.85, 1.63, 2.21], [1.41, 1.65, 0.98], [2.05, 3.85, 0.89], [3.27, 2.74, 0.32], [3.75, 4.08, 1.40], [4.48, 1.94, 3.41], [3.98, 3.67, 3.55], [1.95, 2.98, 4.84], [3.37, 2.23, 5.62], [1.53, 0.53, 5.30], [2.97, 0.12, 4.35], [0.46, -1.01, 3.43], [-0.54, 0.36, 3.97], [-0.28, 0.05, 2.24]]
}

=====

[3]
{
  "formula": "C31H50Cl2F4N6O5PSSi",
  "method": "ωB97M-V/def2-TZVPD",
  "e_above_lowest_kj_mol": 0.0,
  "orbital_gap_ha": 0.2503,
  "charge": 1,
  "elements": ["C", "C", "C", "P", "N", "O", "N", "C", "C", "O", "Si", "C", "C", "C", "C", "N", "C", "Cl", "C", "C", "Cl", "S", "O", "O", "F", "N", "N", "C", "C", "C", "C", "F", "C", "C", "O", "C", "N", "H", "H", "H", "H", "H", "H", "H", "H", "H", "H", "H", "H", "H", "H", "H", "H", "H", "H", "H", "H", "H", "H", "H", "H", "H", "H", "H", "H", "H", "H", "H", "H", "H", "H", "H", "H", "H", "H", "H", "H", "F", "C", "C", "C", "C", "C", "C", "H", "H", "H", "H", "H", "F", "C", "C", "C", "C", "C", "C", "H", "H", "H", "H", "H"],
  "positions_angstrom": [[-0.47, -3.90, 0.22], [0.12, -3.19, -0.74], [0.65, -1.75, -0.56], [1.57, -1.78, 1.14], [0.36, -1.71, 2.38], [2.38, -3.22, 1.33], [-0.46, -0.83, -0.21], [-1.67, -0.98, -1.12], [-2.85, -1.77, -0.49], [-4.02, -0.95, -0.47], [-5.19, -1.40, 0.68], [-5.26, -0.27, 2.19], [-5.05, -3.18, 1.31], [-6.88, -1.23, -0.16], [-0.08, 0.50, -0.55], [-0.52, 1.59, 0.11], [-0.10, 2.92, -0.44], [-0.81, 3.04, -2.10], [-0.47, 4.23, 0.29], [-1.89, 4.81, 0.02], [0.03, 4.32, 2.01], [-1.48, 1.38, 1.50], [-2.36, 2.47, 1.71], [-2.14, 0.14, 1.58], [-0.40, 1.41, 2.65], [0.72, 0.34, -1.62], [1.70, 1.24, -2.07], [1.37, -1.02, -1.74], [1.29, -1.60, -3.19], [0.25, -0.94, -4.14], [0.71, -1.19, -5.61], [0.36, -2.44, -6.06], [2.92, -1.06, -1.47], [3.49, -2.51, -1.43], [4.02, -2.92, -2.70], [4.71, -2.51, -0.45], [5.80, -1.63, -0.89], [-0.25, -4.97, 0.23], [-1.09, -3.46, 1.01], [0.15, -3.71, -1.71], [0.83, -1.32, 3.19], [0.06, -2.65, 2.65], [1.79, -3.81, 1.82], [-2.05, 0.03, -1.34], [-1.40, -1.47, -2.07], [-2.57, -1.95, 0.57], [-3.01, -2.74, -0.98], [-4.46, -0.49, 2.91], [-6.22, -0.32, 2.72], [-5.05, 0.76, 1.83], [-5.59, -3.30, 2.26], [-5.53, -3.87, 0.60], [-4.02, -3.52, 1.51], [-7.61, -1.86, 0.38], [-7.18, -0.17, -0.08], [-6.85, -1.46, -1.24], [0.99, 2.91, -0.48], [0.18, 4.98, -0.18], [-2.15, 5.56, 0.78], [-1.88, 5.35, -0.94], [-2.65, 4.03, -0.08], [1.41, 1.87, -2.80], [2.28, 1.67, -1.36], [1.07, -2.68, -3.20], [2.26, -1.52, -3.69], [0.16, 0.15, -4.05], [-0.72, -1.47, -4.07], [0.16, -0.44, -6.22], [1.78, -0.95, -5.74], [3.48, -0.58, -2.29], [3.20, -0.48, -0.58], [2.75, -3.27, -1.13], [3.58, -3.73, -2.97], [5.09, -3.55, -0.45], [4.42, -2.20, 0.56], [5.71, -1.33, -1.85], [5.81, -0.82, -0.28], [-3.81, 6.80, 0.39], [-4.53, 7.75, 1.03], [-4.54, 9.04, 0.53], [-5.28, 10.01, 1.18], [-5.99, 9.69, 2.32], [-5.98, 8.40, 2.82], [-5.24, 7.42, 2.16], [-3.96, 9.27, -0.36], [-5.29, 11.02, 0.79], [-6.57, 10.46, 2.83], [-6.53, 8.15, 3.71], [-5.23, 6.40, 2.53], [9.75, -3.96, 0.17], [8.86, -4.15, 1.16], [9.24, -4.88, 2.27], [8.33, -5.07, 3.30], [7.05, -4.53, 3.20], [6.68, -3.80, 2.08], [7.60, -3.60, 1.05], [10.24, -5.29, 2.33], [8.61, -5.63, 4.18], [6.34, -4.68, 4.00], [5.69, -3.39, 2.00], [7.33, -3.03, 0.17]]
}